{
  "formula": "C6H9N",
  "method": "ωB97M-V/def2-TZVPD",
  "species": ["C", "C", "C", "C", "C", "C", "N", "H", "H", "H", "H", "H", "H", "H", "H", "H"],
  "xyz": [[-2.112, -0.383, 0.235], [-0.615, -0.471, -0.078], [0.176, 0.807, 0.284], [1.631, 0.462, 0.621], [2.568, -0.117, -0.344], [-0.410, -0.797, -1.500], [-0.259, -1.019, -2.626], [-2.611, -1.327, -0.004], [-2.594, 0.417, -0.335], [-2.248, -0.181, 1.302], [-0.305, 1.281, 1.149], [0.127, 1.522, -0.545], [2.256, 1.392, 0.689], [1.716, 0.017, 1.622], [2.190, 0.161, -1.354], [-0.196, -1.306, 0.499]],
  "forces_ev_per_angstrom": [[-0.0917, 0.0179, 0.0185], [0.0102, -0.0523, 0.0527], [-0.0136, 0.0553, -0.0571], [0.0381, -0.2417, -0.0287], [-0.2975, 0.2736, 0.0438], [0.1555, -0.2122, -0.9357], [-0.1490, 0.1945, 1.0974], [0.0483, 0.1589, 0.0118], [0.0941, -0.0898, 0.0638], [0.0173, -0.0194, -0.1582], [0.0775, -0.1108, -0.1035], [-0.0072, -0.1285, 0.1156], [0.0440, -0.0253, -0.0520], [0.0326, 0.0728, -0.1311], [0.1058, 0.0195, 0.1320], [-0.0644, 0.0876, -0.0694]],
  "lowdin_charge": [-0.065, -0.369, -0.184, -0.350, 0.134, -0.211, 0.162, 0.085, 0.090, 0.082, 0.113, 0.124, 0.142, 0.103, -0.001, 0.146],
  "fmax_ha_per_bohr": 0.02187,
  "gap_ev": 8.662
}